a.
Here is the molecule C4H10N2 from the OMol25 dataset. Energies are from the ωB97M-V functional and the def2-TZVPD basis.

Positions of all 16 atoms, in Å:
C -1.0957 -0.8001 -0.8711
C -0.9604 0.2328 0.2517
C 0.4297 0.7730 0.4530
C 1.1555 0.4791 1.5190
N 0.9169 1.5339 -0.6862
N -0.5410 -2.0931 -0.4544
H -0.6366 -0.4386 -1.7942
H -2.1717 -0.9109 -1.0222
H -1.6471 1.0604 0.0906
H -1.1991 -0.3257 1.1640
H 2.1479 0.8135 1.7714
H 0.6726 -0.1632 2.2444
H 1.4951 0.9154 -1.2472
H 1.5481 2.2821 -0.4149
H -0.0126 -2.5385 -1.1908
H 0.0823 -1.9937 0.3370

The spin multiplicity is 1. The LUMO energy is 1.0 eV. Its gap between HOMO and LUMO is 10.215 eV.

b.
Here is the molecule C4H10N2 from the OMol25 dataset. Energies are from the ωB97M-V functional and the def2-TZVPD basis.

Positions of all 16 atoms, in Å:
C 2.2349 -0.1217 0.1482
C 1.1386 -0.2967 -0.9139
C -0.2180 -0.7831 -0.4062
N -0.7449 0.3723 0.4244
C -2.0860 0.7560 0.1866
N -2.9757 1.2201 0.9935
H 3.2408 -0.0460 -0.3595
H 2.0301 0.9098 0.7601
H 2.2261 -0.9866 0.7527
H 1.5121 -1.0537 -1.6107
H 1.0459 0.6083 -1.4917
H -0.9556 -1.0221 -1.2632
H -0.2503 -1.6569 0.3059
H -0.7693 0.2948 1.4048
H -2.3887 0.8078 -0.9323
H -3.0398 0.9977 2.0014

The spin multiplicity is 1. The LUMO energy is 1.0 eV. Its gap between HOMO and LUMO is 10.234 eV.

c.
Here is the molecule C4H10N2 from the OMol25 dataset. Energies are from the ωB97M-V functional and the def2-TZVPD basis.

Positions of all 16 atoms, in Å:
C 0.7832 0.0093 0.5656
C -2.6915 -0.1751 -0.3095
C 1.5065 1.3296 0.2748
C 1.2855 -1.1183 -0.3291
N -0.6297 0.2804 0.4887
N -1.2888 -0.4524 -0.2853
H 0.9489 -0.2392 1.6215
H -3.2108 -1.0871 -0.0087
H -2.9780 0.0439 -1.3362
H -2.9760 0.6492 0.3540
H 0.6409 -1.9958 -0.2050
H 2.3124 -1.3800 -0.0589
H 1.2469 -0.8270 -1.3693
H 1.4587 1.5586 -0.7921
H 1.0384 2.1449 0.8225
H 2.5535 1.2591 0.5671

The spin multiplicity is 1. The LUMO energy is 1.1 eV. Its gap between HOMO and LUMO is 10.013 eV.

Q: What are the energies relative to the best structure? A: a 0.0000; b 0.0221; c 0.0145, in hartree.

a.
Here is the molecule C4H10N2 from the OMol25 dataset. Energies are from the ωB97M-V functional and the def2-TZVPD basis.

Positions of all 16 atoms, in Å:
C 1.6210 -0.9592 0.2790
C 0.7645 -0.0818 1.2383
C -0.2381 0.6716 0.4788
C -1.5551 0.2676 0.2482
N -2.2079 0.8003 -0.8146
N 1.4958 -0.7123 -1.1412
H 1.3364 -2.0382 0.3457
H 2.7901 -0.7353 0.5725
H 0.4309 -0.5587 2.1197
H 1.4738 0.6355 1.8125
H -0.0342 1.7408 0.1510
H -2.0165 -0.6023 0.7236
H -2.0490 1.6865 -1.2894
H -3.0390 0.2087 -1.2027
H 0.6052 -0.3906 -1.3429
H 1.9339 0.0482 -1.6653

The spin multiplicity is 1. The LUMO energy is 1.0 eV. Its gap between HOMO and LUMO is 8.550 eV.

b.
Here is a cluster of 2 separate species, C4H10N2 in total from the OMol25 dataset. Energies are from the ωB97M-V functional and the def2-TZVPD basis.

Positions of all 16 atoms, in Å:
C 3.0119 -0.1854 -1.1394
C 2.5450 0.7099 -0.2134
N 1.2394 0.8901 0.2154
H 2.1375 -0.5235 -1.7494
H 3.7180 -0.9396 -0.7770
H 3.2604 0.8584 0.6029
H 0.5206 0.4243 -0.2988
H 1.2609 1.0758 1.1986
C -1.4883 -1.0357 0.9693
C -2.4576 -0.4813 0.1356
N -2.9486 0.7900 -0.1445
H -1.7633 -1.8783 1.6028
H -0.4779 -1.1310 0.5869
H -2.7047 -1.2162 -0.6487
H -3.3126 1.3674 0.5931
H -2.5406 1.2751 -0.9332

The spin multiplicity is 1. The LUMO energy is -0.4 eV. Its gap between HOMO and LUMO is 6.972 eV.

Q: What are the energies relative to the best structure? A: a 0.0000; b 0.1435, in hartree.

a.
Here is a cluster of 2 separate species, C4H8NO in total from the OMol25 dataset. Energies are from the ωB97M-V functional and the def2-TZVPD basis.

Positions of all 14 atoms, in Å:
C 0.1642 -0.3450 -1.9437
C 0.0961 0.0604 -0.6898
C -1.1500 0.7239 -0.1012
C 0.4414 -0.5272 1.8848
N 1.2391 0.2429 0.0911
O 2.2658 -0.3896 -0.3951
H 1.1452 -0.6565 -2.1850
H -0.7658 -0.2959 -2.7004
H -1.5968 1.1842 -0.9689
H -0.9459 1.4739 0.7914
H -1.9082 0.0206 0.3664
H -0.4088 -1.0497 1.4129
H 1.3291 -0.9175 2.3521
H 0.0947 0.4755 2.0853

The spin multiplicity is 1. The LUMO energy (alpha / beta) is 4.3 / 4.3 eV. As for the net charge: -1. Its gap between HOMO and LUMO (alpha / beta) is 6.059 / 6.059 eV.

b.
Here is a cluster of 2 separate species, C4H8NO in total from the OMol25 dataset. Energies are from the ωB97M-V functional and the def2-TZVPD basis.

Positions of all 14 atoms, in Å:
C -2.2679 -0.9730 0.1567
C -1.6778 0.2025 -0.1776
C 2.4227 0.0933 0.0498
C 1.3555 -0.7041 0.0570
N -0.7048 0.8033 0.4987
O -0.2790 2.0353 -0.1743
H -3.0719 -1.3792 -0.4400
H -1.9620 -1.5424 1.0184
H -2.0567 0.7056 -1.0828
H 2.9128 0.3995 0.9634
H 2.8384 0.4975 -0.8627
H 0.6807 1.9607 -0.1229
H 0.8674 -1.0061 -0.8521
H 0.9427 -1.0927 0.9683

The spin multiplicity is 1. The LUMO energy is 4.3 eV. As for the net charge: -1. Its gap between HOMO and LUMO is 5.825 eV.

Q: What are the energies relative to the best structure? A: a 0.0586; b 0.0000, in hartree.

a.
Here is the ion C4H12NO3 with charge +1 from the OMol25 dataset. Energies are from the ωB97M-V functional and the def2-TZVPD basis.

Positions of all 20 atoms, in Å:
C 0.3276 -1.5014 1.6285
C -1.4376 1.8785 -0.2155
C 0.9851 -0.8357 0.4712
C 0.0199 -0.2183 -0.5902
N -0.1257 1.3421 -0.5924
O 1.7286 0.2490 0.8851
O 0.8396 -0.2293 -2.1147
O -1.2300 -0.7274 -0.9082
H -0.7820 -1.3293 1.7376
H 0.8283 -1.2471 2.5810
H 0.3700 -2.5422 1.6621
H -1.5234 2.2115 0.8568
H -1.7662 2.6719 -0.8255
H -2.2751 1.1234 -0.2431
H 1.5339 -1.6717 -0.0912
H 0.5784 1.8418 -0.0958
H -0.0010 1.4195 -1.5867
H 2.5866 0.2771 0.3302
H 0.8759 -1.1145 -2.4749
H -1.5330 -1.5980 -0.4143

The spin multiplicity is 1. The LUMO energy is -3.1 eV. As for the net charge: +1. Its gap between HOMO and LUMO is 12.223 eV.

b.
Here is a cluster of 2 separate species, C4H12NO3 in total from the OMol25 dataset. Energies are from the ωB97M-V functional and the def2-TZVPD basis.

Positions of all 20 atoms, in Å:
C 0.3216 -0.7648 -1.6444
O 1.5913 -0.1009 -1.8717
C -0.3405 0.1241 -0.5699
C -1.4682 -0.6144 0.0933
C -2.8479 -0.0326 0.0221
O -3.1757 0.9899 -0.4923
N 0.7590 0.5575 0.3998
H 0.5370 -1.7934 -1.2797
H -0.0821 -0.8364 -2.6501
H 2.2668 -0.5961 -2.3502
H -0.6173 1.1419 -0.9948
H -1.3448 -1.0073 1.1130
H -1.5618 -1.5150 -0.4884
H -3.5401 -0.8476 0.3935
H 0.8085 1.5588 0.5074
H 0.6556 -0.0702 1.2038
H 1.6254 0.1452 -0.0316
H 2.7737 0.7194 2.7933
H 1.7765 1.9163 3.0988
O 1.8631 1.0257 2.7480

The spin multiplicity is 1. The LUMO energy is -3.3 eV. As for the net charge: +1. Its gap between HOMO and LUMO is 10.422 eV.

c.
Here is a cluster of 2 separate species, C4H12NO3 in total from the OMol25 dataset. Energies are from the ωB97M-V functional and the def2-TZVPD basis.

Positions of all 20 atoms, in Å:
O -1.6223 -0.6299 1.8979
C -1.6153 -1.1355 0.5567
C -0.2484 -0.7804 -0.1364
N 0.5449 0.3189 0.6092
C 0.4200 1.5245 -0.2974
C -1.0324 2.0183 -0.1879
O -2.5160 -1.7338 0.0689
H -2.3219 -1.0280 2.3893
H -0.5450 -0.4707 -1.1811
H 0.5207 -1.6698 -0.2888
H 1.5807 0.0913 0.7169
H 0.1421 0.5027 1.5828
H 1.0977 2.2993 0.0681
H 0.5422 1.3399 -1.3823
H -1.5344 1.8164 -1.1539
H -1.6953 1.7379 0.7140
H -1.0170 3.1214 -0.0175
H 2.7894 -2.8788 -1.8391
H 3.7661 -2.2266 -0.9103
O 2.7443 -2.2172 -1.2093

The spin multiplicity is 1. The LUMO energy is -3.3 eV. As for the net charge: +1. Its gap between HOMO and LUMO is 11.870 eV.

Q: What are the energies relative to the best structure? A: a 0.0478; b 0.0080; c 0.0000, in hartree.

a.
Here is a cluster of 2 separate species, C4H12NO3 in total from the OMol25 dataset. Energies are from the ωB97M-V functional and the def2-TZVPD basis.

Positions of all 20 atoms, in Å:
O 0.9521 1.4182 -0.8718
C 0.1784 0.4347 -1.3710
C -0.0975 -0.6672 -0.3206
N 0.7116 -0.5084 0.9409
C 1.1676 -1.7780 1.5583
C -1.6223 -0.9115 -0.3087
O -0.0531 0.2736 -2.5257
H 1.4693 1.8501 -1.5770
H 0.4825 -1.4650 -0.8584
H -0.0455 -0.1903 1.6237
H 1.3031 0.3169 0.7871
H 1.7828 -1.6105 2.4435
H 1.7707 -2.4159 0.9016
H 0.3020 -2.3951 1.9551
H -1.9080 -1.9764 -0.2720
H -2.1693 -0.3119 0.4161
H -2.1273 -0.7283 -1.2704
H -1.8591 1.4857 1.4768
H -0.9708 2.4332 2.2894
O -1.0208 1.5325 1.9495

The spin multiplicity is 1. The LUMO energy is -3.1 eV. As for the net charge: +1. Its gap between HOMO and LUMO is 11.809 eV.

b.
Here is a cluster of 2 separate species, C4H12NO3 in total from the OMol25 dataset. Energies are from the ωB97M-V functional and the def2-TZVPD basis.

Positions of all 20 atoms, in Å:
C -0.8768 0.0161 0.9823
C -0.0246 -1.4436 0.9337
C 0.7948 -1.7820 -0.2703
C 1.4141 -0.7310 -1.1405
O 2.0613 -1.0520 -2.2626
O 1.3274 0.4732 -0.8679
N 0.1412 1.1682 1.2172
H -1.4576 0.4225 0.1177
H -1.3720 0.1019 1.9284
H -0.7132 -2.2820 1.0665
H 0.7122 -1.4163 1.9064
H 0.0414 -2.4989 -0.7736
H 1.5131 -2.6217 -0.0398
H 2.6215 -0.3307 -2.5779
H 1.1082 0.8703 1.3299
H 0.2023 1.7477 0.3660
H 0.0227 1.7639 2.0142
H -4.3447 2.9210 1.3515
H -3.2837 2.9249 0.3817
O -3.8741 2.3117 0.8026

The spin multiplicity is 1. The LUMO energy is -3.2 eV. As for the net charge: +1. Its gap between HOMO and LUMO is 11.524 eV.

Q: What are the energies relative to the best structure? A: a 0.0000; b 0.0181, in hartree.

a.
Here is the molecule C6H8N2O2 from the OMol25 dataset. Energies are from the ωB97M-V functional and the def2-TZVPD basis.

Positions of all 18 atoms, in Å:
C 0.9750 -0.3111 1.5565
C 0.9609 -0.2803 0.0168
N 0.1594 -1.3769 -0.4864
C -1.9882 0.4652 -0.9268
C -1.0555 1.3204 -0.4251
C 0.3781 1.0964 -0.4335
O 1.1603 1.9623 -0.8014
C 2.3725 -0.3550 -0.4790
N 3.4501 -0.4970 -0.8722
H -0.0347 -0.1030 1.9297
H 1.2856 -1.3038 1.9070
H 1.6667 0.4405 1.9560
H 0.5528 -1.8124 -1.3137
H -1.7799 -0.1995 -1.7653
H -1.3794 2.1832 0.1627
O -3.2780 0.4792 -0.6015
H -0.0302 -2.0740 0.2280
H -3.4155 0.3661 0.3482

The spin multiplicity is 1. The LUMO energy is 0.3 eV. Its gap between HOMO and LUMO is 9.681 eV.

b.
Here is a structure of composition C6H8N2O2 from the OMol25 dataset. Energies are from the ωB97M-V functional and the def2-TZVPD basis.

Positions of all 18 atoms, in Å:
O 0.0655 -0.4106 -2.1476
C 0.4138 0.1296 -1.1151
N -2.6051 -0.4993 0.2535
C -1.4423 -0.7292 0.9051
C -0.3126 -0.0457 0.5538
C 1.1051 -0.0516 1.0702
C 1.7465 -0.1342 -0.3580
C 2.3585 -1.4294 -0.6516
N 2.7415 -2.5101 -0.8057
H -3.2334 0.2319 0.5797
H -1.5476 -1.0867 1.9334
H -0.8517 1.6460 0.0842
H 1.4008 0.8851 1.5635
H 1.3467 -0.9045 1.7166
H 2.4737 0.6691 -0.5471
H -2.6070 -0.6709 -0.7450
O -0.7716 2.0406 -1.1463
H -0.2809 2.8699 -1.1435

The spin multiplicity is 1. The LUMO energy is -0.2 eV. Its gap between HOMO and LUMO is 8.871 eV.

c.
Here is a structure of composition C6H8N2O2 from the OMol25 dataset. Energies are from the ωB97M-V functional and the def2-TZVPD basis.

Positions of all 18 atoms, in Å:
C 1.8324 1.5213 -0.1814
C 0.6413 0.7232 -0.6653
C 0.5566 -0.6201 -0.7177
C 2.7894 -0.7037 0.1776
C -2.7858 -0.1356 0.5993
C -3.9911 -0.1936 0.0567
H 3.6466 1.0001 0.8217
H -0.3235 1.6322 -0.3240
H -0.5648 -1.0924 -0.8682
H 1.5551 -2.2591 -0.3232
H -1.9035 -0.4569 0.0415
H -2.5872 0.3965 1.5184
H -4.1167 -0.7211 -0.8904
H -4.8963 0.2744 0.5215
N 2.8606 0.6817 0.1023
N 1.7665 -1.2951 -0.4996
O 1.7778 2.7095 0.0604
O 3.7427 -1.4612 0.5704

The spin multiplicity is 1. The LUMO energy is 0.4 eV. Its gap between HOMO and LUMO is 10.109 eV.

d.
Here is the molecule C6H8N2O2 from the OMol25 dataset. Energies are from the ωB97M-V functional and the def2-TZVPD basis.

Positions of all 18 atoms, in Å:
N -2.3861 6.6521 -3.1956
C -3.0316 6.4004 -1.9117
C -4.1615 7.3521 -1.7225
N -5.0127 8.1160 -1.5668
C -3.5112 5.0101 -1.8343
C -3.8245 3.8446 -1.7583
C -4.1278 2.4192 -1.5644
C -3.1093 1.4725 -2.1987
O -3.4900 0.1506 -2.1173
H -1.7527 5.8860 -3.4091
H -1.8288 7.5016 -3.1527
H -2.3598 6.5633 -1.0468
H -4.0743 2.2272 -0.4770
H -3.3857 1.9224 -3.2446
H -2.1218 1.6277 -1.7434
O -5.5129 1.9076 -1.9500
H -4.4189 0.0691 -1.6341
H -6.1427 2.1926 -1.2830

The spin multiplicity is 1. The LUMO energy is 0.4 eV. Its gap between HOMO and LUMO is 10.743 eV.

Q: What are the energies relative to the best structure? A: a 0.0000; b 0.1323; c 0.0272; d 0.0739, in hartree.